Record 1
A cluster of 12 separate species, C16H46N6O22 in total, computed with ωB97M-V/def2-TZVPD.

Output
E: -2620.2728 hartree
highest occupied orbital energy: -0.3775 Ha
SMILES: C[N+](=O)[O-].C[N+](=O)[O-].C[N+](=O)[O-].C[N+](=O)[O-].C[N+](=O)[O-].C[N+](=O)[O-].COC(=O)OC.COC(=O)OC.CO.CO.CO.CO

Last column: Mulliken charge in e.
Positions of all 90 atoms, in Å:
O 6.23 7.71 0.18  -0.49
H -5.66 3.32 0.79  0.28
H 5.06 5.26 0.21  0.27
N -0.04 2.09 -0.91  0.91
H 1.07 -8.66 -0.74  0.30
H -1.26 0.93 -1.99  0.31
H -3.76 -4.27 -6.99  0.30
N -5.85 2.29 -1.12  0.86
C 3.80 -4.55 -2.64  -0.64
H 1.02 0.89 -7.73  0.28
H -6.49 1.73 0.79  0.31
C -5.13 -4.63 1.11  -0.60
H 3.05 -3.76 -2.56  0.29
H -5.04 -5.19 0.18  0.29
H -3.12 -3.88 -4.92  0.23
O -2.58 4.99 5.38  -0.52
H 6.63 4.43 -0.08  0.31
N 1.51 0.15 -9.59  0.86
C 2.56 -6.34 -1.64  0.80
H 2.48 -1.63 1.26  0.24
H -3.83 5.50 3.85  0.23
H -1.63 5.03 5.29  0.33
O -0.65 -5.20 4.68  -0.60
H -3.23 3.77 3.79  0.20
O 2.63 -7.03 -0.50  -0.33
H 0.79 -7.07 5.80  0.33
H 2.55 3.92 3.25  0.22
H 3.65 -1.41 2.59  0.26
C 1.46 -6.38 6.31  -0.64
H 4.07 -2.26 1.16  0.24
O -6.82 1.65 -1.55  -0.52
O 7.28 6.42 -1.33  -0.47
O 1.04 -5.06 6.24  -0.31
H -1.11 -3.11 3.76  0.35
H 1.49 -6.67 7.36  0.24
H -0.83 8.96 -0.81  0.27
O 1.88 4.80 4.88  -0.50
H -0.32 2.03 -2.97  0.29
O 4.21 -0.36 0.93  -0.52
H -6.05 -4.91 1.62  0.27
N -2.85 8.75 -0.08  0.86
C -0.57 -2.53 4.51  -0.64
H -4.27 -4.80 1.76  0.23
H 1.98 -8.53 0.75  0.23
O 3.64 -5.71 -1.79  -0.31
H 5.16 -0.44 0.97  0.31
C -3.01 4.81 4.04  -0.46
H -4.00 -2.48 -5.57  0.24
H 2.77 2.95 4.73  0.25
O 2.39 -0.50 -10.16  -0.52
H 0.59 0.62 -2.15  0.28
O 1.65 -6.41 -2.41  -0.57
C 3.51 -1.39 1.51  -0.54
O 0.58 3.13 -0.94  -0.55
H 6.38 5.38 1.41  0.27
H 0.10 -1.80 4.05  0.21
C 2.09 3.60 4.19  -0.45
O -0.55 1.69 0.09  -0.52
O -3.02 -3.66 -6.91  -0.52
H -2.17 5.17 3.46  0.23
C 0.15 -4.58 5.38  0.85
O -3.34 9.73 -0.60  -0.51
O -4.61 -2.81 -0.33  -0.48
H -1.88 7.81 -1.78  0.28
C 1.89 0.83 -8.38  -0.68
O -3.36 8.05 0.75  -0.51
H 2.73 0.28 -7.97  0.30
H 1.16 3.08 3.98  0.19
H 2.26 1.82 -8.63  0.28
O -5.09 2.87 -1.82  -0.53
H -1.28 -1.96 5.11  0.25
N -5.09 -3.15 0.79  0.77
C -1.64 8.23 -0.81  -0.68
O -5.45 -2.37 1.69  -0.49
C 6.14 5.30 0.35  -0.66
H 2.70 5.30 4.88  0.29
H 0.81 -7.26 0.28  0.27
C -5.66 2.31 0.39  -0.66
C -0.26 1.31 -2.15  -0.73
H -4.69 1.83 0.57  0.26
H 4.74 -4.02 -2.50  0.26
C 1.57 -7.96 -0.07  -0.62
H -2.22 -2.42 -5.37  0.19
H -1.36 7.34 -0.25  0.30
O 0.28 -3.22 5.39  -0.30
H 2.46 -6.55 5.91  0.26
N 6.56 6.58 -0.32  0.77
O 0.37 0.23 -9.98  -0.51
H 3.77 -4.88 -3.68  0.31
C -3.07 -3.05 -5.62  -0.43

=====

Record 2
A cluster of 3 separate species, C4H11NO2 in total, computed with ωB97M-V/def2-TZVPD.

Output
E: -364.0635 hartree
highest occupied orbital energy: -0.2960 Ha
ΔE to the lowest compared entry with this formula, charge and spin: 537.35 kJ/mol

Last column: natural (NBO) charge in e.
Positions of all 18 atoms, in Å:
H -0.78 2.47 1.93  0.20
H -1.22 1.87 0.32  0.21
H 0.36 -0.95 0.35  0.33
H 0.31 0.03 -1.05  0.50
H 1.49 -0.80 -1.75  0.44
H 1.13 2.72 0.64  0.13
H -0.94 0.75 1.67  0.19
C 0.11 -1.98 -0.76  -0.32
C 0.89 1.66 0.88  -0.05
H 0.00 -0.89 -2.52  0.41
H 0.47 -2.96 -1.06  0.24
O -1.79 -0.74 -0.28  -0.60
N 0.48 -0.88 -1.62  -0.75
H -1.51 -2.53 0.59  0.15
H 1.47 1.43 1.78  0.13
C -1.15 -1.76 -0.10  0.31
O 1.27 0.87 -0.21  -0.89
C -0.60 1.68 1.20  -0.63